{"formula": "C30H26BrCl3CoGeI2N3O2P", "method": "wB97M-V/def2-TZVPD", "e_tot_ha": -9824.56555, "lumo_energy_ev": [-2.86, -2.86], "charge": 1, "e_homo_ev": [-11.477, -11.477], "e_above_lowest_kj_mol": 0.0, "max_force_ev_per_a": 0.23, "species": ["Co", "C", "C", "C", "C", "C", "C", "P", "C", "C", "C", "C", "C", "C", "C", "C", "C", "C", "C", "C", "H", "H", "H", "H", "H", "H", "H", "H", "H", "H", "H", "H", "H", "H", "O", "C", "C", "C", "N", "C", "Br", "C", "H", "H", "H", "H", "I", "C", "C", "C", "C", "N", "C", "H", "H", "H", "H", "N", "C", "O", "C", "I", "H", "H", "H", "H", "Cl", "Ge", "Cl", "Cl"], "xyz": [[-0.046, 0.431, -0.798], [-1.024, 4.271, 3.944], [-0.013, 3.363, 4.229], [0.119, 2.209, 3.475], [-0.761, 1.956, 2.423], [-1.770, 2.874, 2.139], [-1.903, 4.024, 2.902], [-0.634, 0.475, 1.380], [-0.139, -0.899, 2.453], [-1.023, -1.956, 2.663], [-0.635, -3.051, 3.423], [0.639, -3.105, 3.968], [1.532, -2.065, 3.745], [1.150, -0.971, 2.987], [-2.257, 0.214, 0.699], [-3.550, 0.027, 1.180], [-4.575, -0.024, 0.253], [-4.298, 0.128, -1.108], [-3.006, 0.335, -1.569], [-1.960, 0.377, -0.648], [-1.125, 5.171, 4.536], [0.670, 3.551, 5.047], [0.898, 1.503, 3.725], [-2.454, 2.701, 1.317], [-2.689, 4.730, 2.671], [-2.011, -1.935, 2.223], [-1.332, -3.861, 3.589], [0.937, -3.958, 4.564], [2.531, -2.108, 4.160], [1.869, -0.184, 2.788], [-3.753, -0.062, 2.241], [-5.596, -0.173, 0.579], [-5.114, 0.092, -1.819], [-2.839, 0.461, -2.631], [6.169, 0.172, -1.797], [4.854, 0.198, -1.558], [3.908, -0.486, -2.320], [2.584, -0.374, -1.977], [2.119, 0.362, -0.949], [3.052, 0.977, -0.222], [2.486, 1.962, 1.275], [4.408, 0.938, -0.471], [6.373, -0.356, -2.579], [4.197, -1.099, -3.165], [1.836, -0.899, -2.548], [5.105, 1.470, 0.156], [-2.329, -4.775, -2.370], [-0.881, -3.736, -1.304], [0.089, -4.394, -0.564], [1.032, -3.634, 0.107], [0.969, -2.257, 0.021], [0.021, -1.620, -0.676], [-0.886, -2.352, -1.330], [0.109, -5.474, -0.516], [1.809, -4.098, 0.697], [1.692, -1.636, 0.528], [-1.641, -1.809, -1.880], [-1.080, 1.570, -4.308], [-0.336, 0.539, -3.970], [-0.091, 0.191, -2.800], [0.302, -0.324, -5.037], [-0.325, -0.049, -7.046], [-1.413, 2.225, -3.602], [-1.192, 1.806, -5.282], [0.127, -1.365, -4.779], [1.372, -0.128, -5.004], [-1.965, 3.556, -1.893], [-0.059, 2.768, -1.083], [1.356, 3.164, -2.723], [0.388, 4.425, 0.236]]}

{"formula": "C30H26BrN10O5S5Ta", "method": "wB97M-V/def2-TZVPD", "e_tot_ha": -6704.21637, "lumo_energy_ev": -5.59, "charge": 2, "e_homo_ev": -11.947, "e_above_lowest_kj_mol": 151.6, "max_force_ev_per_a": 0.70, "species": ["Ta", "O", "N", "O", "C", "C", "C", "C", "C", "C", "N", "C", "C", "N", "C", "C", "C", "C", "H", "H", "H", "H", "H", "H", "H", "C", "N", "C", "C", "N", "N", "C", "N", "N", "H", "H", "H", "H", "H", "H", "H", "H", "H", "H", "H", "O", "C", "S", "C", "C", "S", "S", "S", "Br", "C", "C", "C", "C", "C", "C", "C", "O", "O", "H", "H", "H", "H", "S", "C", "N", "C", "C", "C", "N", "H", "H", "H", "H"], "xyz": [[-0.333, -0.562, -0.307], [-1.501, 1.937, 6.686], [-0.302, 2.004, 6.497], [0.514, 2.442, 7.272], [0.200, 1.487, 5.209], [1.421, 0.930, 5.209], [1.940, 0.355, 4.010], [3.244, -0.167, 3.949], [3.695, -0.669, 2.760], [2.818, -0.691, 1.666], [1.583, -0.246, 1.712], [1.151, 0.310, 2.853], [-0.145, 0.946, 2.852], [-0.848, 0.988, 1.687], [-1.891, 1.808, 1.635], [-2.378, 2.524, 2.723], [-1.764, 2.377, 3.938], [-0.604, 1.589, 4.019], [2.010, 0.921, 6.116], [3.869, -0.151, 4.832], [4.695, -1.064, 2.653], [3.139, -1.113, 0.722], [-2.337, 1.958, 0.661], [-3.228, 3.178, 2.597], [-2.139, 2.887, 4.812], [-1.274, -4.367, -3.249], [-2.479, -3.611, -2.904], [-3.783, -4.103, -3.345], [-2.372, -2.593, -2.041], [-1.244, -2.222, -1.509], [-3.539, -1.945, -1.704], [-3.608, -0.944, -0.776], [-4.856, -0.564, -0.443], [-2.547, -0.401, -0.275], [-1.526, -5.088, -4.019], [-0.877, -4.903, -2.382], [-0.505, -3.704, -3.651], [-3.628, -4.934, -4.025], [-4.333, -3.338, -3.898], [-4.381, -4.472, -2.508], [-0.488, -2.810, -1.831], [-4.399, -2.290, -2.092], [-5.670, -1.052, -0.773], [-5.005, 0.138, 0.260], [-2.814, 0.280, 0.421], [0.351, -7.247, 1.291], [0.373, -6.066, 1.158], [1.372, -5.228, -0.068], [0.765, -3.624, 0.271], [-0.195, -3.503, 1.203], [-0.916, -1.980, 1.629], [-0.736, -4.953, 2.010], [1.427, -2.280, -0.626], [3.099, 3.052, 0.379], [1.668, 3.985, -0.437], [1.834, 5.355, -0.567], [0.830, 6.130, -1.125], [-0.354, 5.546, -1.556], [-0.523, 4.183, -1.425], [0.481, 3.378, -0.872], [0.191, 1.941, -0.777], [-0.975, 1.488, -1.013], [1.048, 1.064, -0.456], [2.750, 5.813, -0.223], [0.976, 7.198, -1.218], [-1.136, 6.151, -1.991], [-1.433, 3.706, -1.762], [0.304, -0.314, -2.946], [1.952, 0.073, -3.143], [2.327, 0.556, -4.364], [3.607, 0.852, -4.671], [4.567, 0.688, -3.722], [4.135, 0.205, -2.478], [2.883, -0.099, -2.201], [1.598, 0.689, -5.054], [3.795, 1.217, -5.671], [5.602, 0.916, -3.920], [4.850, 0.054, -1.677]]}

What did the first record say?
{"formula": "C30H26BrCl3CoGeI2N3O2P", "method": "wB97M-V/def2-TZVPD", "e_tot_ha": -9824.56555, "lumo_energy_ev": [-2.86, -2.86], "charge": 1, "e_homo_ev": [-11.477, -11.477], "e_above_lowest_kj_mol": 0.0, "max_force_ev_per_a": 0.23, "species": ["Co", "C", "C", "C", "C", "C", "C", "P", "C", "C", "C", "C", "C", "C", "C", "C", "C", "C", "C", "C", "H", "H", "H", "H", "H", "H", "H", "H", "H", "H", "H", "H", "H", "H", "O", "C", "C", "C", "N", "C", "Br", "C", "H", "H", "H", "H", "I", "C", "C", "C", "C", "N", "C", "H", "H", "H", "H", "N", "C", "O", "C", "I", "H", "H", "H", "H", "Cl", "Ge", "Cl", "Cl"], "xyz": [[-0.046, 0.431, -0.798], [-1.024, 4.271, 3.944], [-0.013, 3.363, 4.229], [0.119, 2.209, 3.475], [-0.761, 1.956, 2.423], [-1.770, 2.874, 2.139], [-1.903, 4.024, 2.902], [-0.634, 0.475, 1.380], [-0.139, -0.899, 2.453], [-1.023, -1.956, 2.663], [-0.635, -3.051, 3.423], [0.639, -3.105, 3.968], [1.532, -2.065, 3.745], [1.150, -0.971, 2.987], [-2.257, 0.214, 0.699], [-3.550, 0.027, 1.180], [-4.575, -0.024, 0.253], [-4.298, 0.128, -1.108], [-3.006, 0.335, -1.569], [-1.960, 0.377, -0.648], [-1.125, 5.171, 4.536], [0.670, 3.551, 5.047], [0.898, 1.503, 3.725], [-2.454, 2.701, 1.317], [-2.689, 4.730, 2.671], [-2.011, -1.935, 2.223], [-1.332, -3.861, 3.589], [0.937, -3.958, 4.564], [2.531, -2.108, 4.160], [1.869, -0.184, 2.788], [-3.753, -0.062, 2.241], [-5.596, -0.173, 0.579], [-5.114, 0.092, -1.819], [-2.839, 0.461, -2.631], [6.169, 0.172, -1.797], [4.854, 0.198, -1.558], [3.908, -0.486, -2.320], [2.584, -0.374, -1.977], [2.119, 0.362, -0.949], [3.052, 0.977, -0.222], [2.486, 1.962, 1.275], [4.408, 0.938, -0.471], [6.373, -0.356, -2.579], [4.197, -1.099, -3.165], [1.836, -0.899, -2.548], [5.105, 1.470, 0.156], [-2.329, -4.775, -2.370], [-0.881, -3.736, -1.304], [0.089, -4.394, -0.564], [1.032, -3.634, 0.107], [0.969, -2.257, 0.021], [0.021, -1.620, -0.676], [-0.886, -2.352, -1.330], [0.109, -5.474, -0.516], [1.809, -4.098, 0.697], [1.692, -1.636, 0.528], [-1.641, -1.809, -1.880], [-1.080, 1.570, -4.308], [-0.336, 0.539, -3.970], [-0.091, 0.191, -2.800], [0.302, -0.324, -5.037], [-0.325, -0.049, -7.046], [-1.413, 2.225, -3.602], [-1.192, 1.806, -5.282], [0.127, -1.365, -4.779], [1.372, -0.128, -5.004], [-1.965, 3.556, -1.893], [-0.059, 2.768, -1.083], [1.356, 3.164, -2.723], [0.388, 4.425, 0.236]]}